Formula: C11H13ClSi
Source: the OMol25 dataset
Level of theory: ωB97M-V/def2-TZVPD

Output
Relative energy (zero: lowest compared OMol25 entry of this formula, charge and spin) (kcal per mole): 5.0
E (a.u.): -1176.644503
Total charge: 0
Gap between HOMO and LUMO (eV): 8.7
M (g mol⁻¹): 208.8
Lowest unoccupied orbital energy (eV): 0.7

Each line ends with the natural charge from an NBO analysis.
CARTESIAN COORDINATES (ANGSTROEM)
C 0.34604 2.46484 -1.33977  -0.650
C 0.09592 1.16400 -0.52233  0.011
C -0.98715 0.91581 0.25194  -0.003
C -2.05007 1.89439 0.64903  -0.657
C -0.92731 -0.44957 0.93320  -0.651
Si -2.34329 -1.63946 0.22178  1.108
Cl -2.08651 -2.20436 -1.62375  -0.341
C 0.45052 -0.87261 0.53878  -0.005
C 1.19255 -1.98511 0.93997  -0.194
C 2.49716 -2.06009 0.42534  -0.216
C 3.05510 -1.10588 -0.45988  -0.208
C 2.28420 -0.05855 -0.92625  -0.217
C 1.03071 0.03432 -0.38382  -0.064
H -0.15854 3.25046 -0.81123  0.228
H -0.06550 2.08580 -2.32517  0.236
H 1.45695 2.51109 -1.33374  0.219
H -2.65067 1.50277 1.47737  0.215
H -2.80384 2.11370 -0.13290  0.220
H -1.71790 2.83564 1.01228  0.221
H -1.02166 -0.36124 2.09829  0.267
H -3.59485 -1.01287 0.40240  -0.192
H -2.41812 -2.98065 1.04855  -0.173
H 0.85133 -2.75543 1.60673  0.214
H 2.97914 -2.86987 0.78370  0.202
H 4.06237 -1.12486 -0.80130  0.213
H 2.52342 0.70774 -1.72921  0.218

---

Formula: C11H13FSi
Source: the OMol25 dataset
Level of theory: ωB97M-V/def2-TZVPD

Output
Relative energy (zero: lowest compared OMol25 entry of this formula, charge and spin) (kcal per mole): 61.1
E (a.u.): -816.207056
Total charge: 0
Gap between HOMO and LUMO (alpha / beta) (eV): 7.1 / 7.1
M (g mol⁻¹): 192.3
Lowest unoccupied orbital energy (alpha / beta) (eV): -0.1 / -0.1

Each line ends with the natural charge from an NBO analysis.
CARTESIAN COORDINATES (ANGSTROEM)
C 3.50646 0.27045 -0.25631  -0.235
C 3.00923 -0.64830 0.69064  -0.210
C 2.79442 1.43057 -0.59775  -0.223
C 1.72730 -0.47755 1.16337  -0.232
C 1.54412 1.60479 -0.06408  -0.211
C 1.07387 0.76182 0.94120  -0.081
C -0.44374 -0.30680 -2.13594  -0.282
C -3.72150 -1.62170 0.57880  -0.314
C -1.55963 0.36711 -1.86794  -0.732
C -3.50941 -0.29354 0.73384  -0.757
C -0.16379 1.21923 1.56427  -0.596
F -2.70306 2.31408 -0.26851  -0.657
Si -2.27674 0.73855 -0.18974  1.795
H 4.48063 0.00602 -0.67997  0.208
H 3.55244 -1.55756 0.89385  0.211
H 2.99290 1.89747 -1.57290  0.213
H 1.33898 -1.10958 2.01071  0.211
H 0.95943 2.51214 -0.49792  0.217
H 0.05489 -0.38147 -3.14287  0.191
H 0.26297 -0.79511 -1.57315  0.204
H -4.28225 -2.23094 1.23697  0.189
H -3.20320 -2.42967 0.00876  0.196
H -2.19719 0.69252 -2.63808  0.228
H -4.22362 0.05082 1.49974  0.252
H -0.54822 0.67761 2.44360  0.205
H -0.16250 2.27945 1.66188  0.207

---

Formula: C11H13FeN7O2Se2
Source: the OMol25 dataset
Level of theory: ωB97M-V/def2-TZVPD

Output
E (a.u.): -7026.730538
Total charge: +2
Gap between HOMO and LUMO (alpha / beta) (eV): 8.3 / 8.1
M (g mol⁻¹): 489.0
Lowest unoccupied orbital energy (alpha / beta) (eV): -6.6 / -6.8
Multiplicity: 5
Expectation value of S²: 6.008

Each line ends with the Mulliken spin population.
CARTESIAN COORDINATES (ANGSTROEM)
Fe -0.46807 -0.54982 -0.00501  3.791
N 1.16837 1.50528 -0.40798  0.027
N 1.40226 1.60339 -1.79145  -0.004
C 0.75902 0.77678 -2.63691  0.020
N 0.92310 0.88081 -3.94002  0.001
N -0.02035 -0.10775 -2.01398  0.044
N -0.79740 -1.02695 -2.63981  -0.033
O -1.36655 -1.72989 -1.79322  0.033
O -0.91630 -1.11998 -3.82750  0.013
H 0.72740 2.36157 -0.08197  -0.002
H 2.05980 1.40970 0.06967  -0.002
H 1.99578 2.33934 -2.14715  0.001
H 1.56479 1.53908 -4.35340  0.000
H 0.40947 0.25676 -4.54898  0.000
Se -1.37964 -2.42886 2.04637  0.035
Se -1.38149 -0.38890 3.19512  0.011
C -2.45719 0.59993 1.94269  -0.016
C -3.65248 1.15086 2.35530  -0.002
C -4.36891 1.92522 1.44976  -0.002
C -3.86665 2.11820 0.17469  0.006
C -2.66490 1.52398 -0.15883  0.005
N -1.96521 0.77739 0.70817  0.034
C 0.51775 -2.59714 1.78186  -0.005
C 1.23769 -3.62210 2.35372  -0.002
C 2.58504 -3.73008 2.02366  0.004
C 3.14873 -2.81587 1.14937  0.001
C 2.35032 -1.81384 0.62918  0.005
N 1.05302 -1.70253 0.94067  0.033
H -4.01775 0.97857 3.35785  0.001
H -5.31580 2.36103 1.74037  0.000
H -4.39646 2.71675 -0.55231  0.000
H -2.23376 1.64735 -1.14526  0.003
H 0.76761 -4.31863 3.03342  0.000
H 3.18513 -4.52332 2.45006  0.000
H 4.18961 -2.88007 0.86655  0.000
H 2.74752 -1.08333 -0.06388  -0.001

---

Formula: C11H13N2
Source: the OMol25 dataset
Level of theory: ωB97M-V/def2-TZVPD

Output
Relative energy (zero: lowest compared OMol25 entry of this formula, charge and spin) (kcal per mole): 114.9
E (a.u.): -536.080551
Total charge: +1
Gap between HOMO and LUMO (alpha / beta) (eV): 7.6 / 7.6
M (g mol⁻¹): 173.2
Lowest unoccupied orbital energy (alpha / beta) (eV): -4.5 / -4.5

Each line ends with the natural charge from an NBO analysis.
CARTESIAN COORDINATES (ANGSTROEM)
C 1.11131 -3.13365 1.24836  -0.185
C 0.82105 -2.07162 2.12031  -0.157
C 0.59772 0.01420 -2.56260  -0.266
C 1.20315 -2.90325 -0.11553  -0.147
C 0.93276 -1.21927 -2.02708  -0.063
C 0.40027 -0.85518 1.62926  -0.290
C -0.02686 0.93582 -1.77709  0.055
C 0.88454 -1.63914 -0.65725  -0.175
C 0.33814 -0.74411 0.26045  0.297
C -0.93154 3.15098 -0.25291  -0.424
C -1.75533 1.43814 1.28718  -0.414
N -0.22651 0.85734 -0.49199  -0.077
N -0.70554 1.81376 0.28570  -0.218
H 1.55353 -4.12717 1.70224  0.260
H 1.10174 -2.16261 3.20177  0.254
H 0.50189 0.17610 -3.60130  0.253
H 1.70147 -3.61681 -0.81811  0.249
H 1.47019 -1.92325 -2.61638  0.231
H 0.05435 -0.05575 2.34796  0.264
H -0.40930 1.86046 -2.41685  0.243
H -1.62066 2.92742 -1.06236  0.195
H -1.14148 3.89474 0.41614  0.244
H -0.00153 3.53498 -0.79032  0.221
H -2.71295 1.81458 1.09857  0.219
H -1.68459 0.29884 1.34465  0.219
H -1.45582 1.73445 2.24720  0.214

---

Formula: C11H13N4
Source: the OMol25 dataset
Level of theory: ωB97M-V/def2-TZVPD

Output
Relative energy (zero: lowest compared OMol25 entry of this formula, charge and spin) (kcal per mole): 66.5
E (a.u.): -645.566836
Total charge: +1
Gap between HOMO and LUMO (alpha / beta) (eV): 6.1 / 6.6
M (g mol⁻¹): 201.3
Lowest unoccupied orbital energy (alpha / beta) (eV): -5.6 / -4.8

Each line ends with the natural charge from an NBO analysis.
CARTESIAN COORDINATES (ANGSTROEM)
C 0.21230 -3.27622 1.33092  -0.154
C 0.68690 -2.03348 1.77613  -0.220
C -0.63557 -3.35112 0.19018  0.036
C 0.24996 -0.86910 1.00995  0.234
C -0.81134 -1.13158 0.01365  0.057
C -1.45189 2.14243 0.62595  0.171
C -2.63461 1.86578 -1.28002  0.251
C -0.37913 1.21451 0.15105  -0.192
C -1.11393 0.14709 -0.63706  0.304
C 0.72923 0.11767 -2.39313  -0.439
C 1.71530 1.14187 1.51204  -0.427
N -1.08980 -2.32911 -0.44593  -0.387
N -2.41769 2.51102 -0.13554  -0.407
N 0.40539 0.48443 1.15603  -0.371
N -2.09949 0.60261 -1.43145  -0.516
H 0.61779 -4.09940 1.75926  0.228
H 1.39669 -2.05987 2.51440  0.233
H -1.12839 -4.28786 -0.05917  0.214
H -1.57775 2.43889 1.69983  0.232
H -3.26151 2.33760 -2.06236  0.241
H 0.37032 1.67362 -0.52372  0.250
H 0.28779 0.64633 -3.12527  0.166
H 0.59273 -0.95089 -2.41890  0.196
H 1.45790 0.62439 -1.82984  0.163
H 2.10127 0.54945 2.33281  0.229
H 2.25523 0.98417 0.55958  0.209
H 1.66252 2.16358 2.02596  0.249
H -2.55802 0.00094 -2.10776  0.450

---

Formula: C11H13NO2
Source: the OMol25 dataset
Level of theory: ωB97M-V/def2-TZVPD

Output
Relative energy (zero: lowest compared OMol25 entry of this formula, charge and spin) (kcal per mole): 172.2
E (a.u.): -631.955137
Total charge: 0
Gap between HOMO and LUMO (eV): 8.2
M (g mol⁻¹): 191.2
Lowest unoccupied orbital energy (eV): 0.8

Each line ends with the natural charge from an NBO analysis.
CARTESIAN COORDINATES (ANGSTROEM)
C -3.73545 3.21291 -0.40594  -0.405
N -2.49927 3.10681 0.31205  -0.689
C -1.17993 3.08379 -0.37501  -0.238
C -0.70679 1.60310 -0.50551  -0.190
C 0.09946 0.97062 0.31306  -0.203
C 0.69245 -0.36557 0.07094  -0.090
C 0.60264 -1.16451 -1.15906  -0.180
C 1.19569 -2.34117 -1.51965  -0.266
C 1.94213 -2.87167 -0.45551  0.291
C 2.01135 -2.05911 0.74150  0.210
C 1.41251 -0.87478 1.15415  -0.227
O 2.55412 -2.99137 1.66186  -0.511
C 3.06055 -4.08129 1.21161  0.285
O 2.46678 -4.08205 -0.18594  -0.509
H -3.90319 2.09094 -0.82211  0.164
H -4.60589 3.71675 0.34742  0.206
H -3.53333 3.83519 -1.32861  0.183
H -2.77271 2.81213 1.20489  0.377
H -1.50979 3.64412 -1.43544  0.220
H -0.51171 3.51437 0.40603  0.216
H -0.82821 0.97104 -1.45497  0.189
H 0.53700 1.33648 1.28646  0.196
H -0.36129 -0.56752 -1.62364  0.211
H 0.99075 -2.94289 -2.26882  0.222
H 1.50485 -0.34986 2.20647  0.246
H 2.83917 -5.07161 1.60893  0.173
H 4.23810 -4.13489 1.01482  0.118

---

Formula: C11H13NO2
Source: the OMol25 dataset
Level of theory: ωB97M-V/def2-TZVPD

Output
Relative energy (zero: lowest compared OMol25 entry of this formula, charge and spin) (kcal per mole): 145.5
E (a.u.): -631.997670
Total charge: 0
Gap between HOMO and LUMO (eV): 9.2
M (g mol⁻¹): 191.2
Lowest unoccupied orbital energy (eV): 0.6

Each line ends with the natural charge from an NBO analysis.
CARTESIAN COORDINATES (ANGSTROEM)
C 0.25636 -2.50931 -1.11933  -0.383
C 0.12736 -1.31875 -0.44136  0.023
C -1.07571 -1.20991 0.49720  -0.448
C -2.02612 0.09065 0.45270  0.169
C -3.08249 0.28003 1.50961  -0.658
N -2.07518 0.91658 -0.56020  0.339
O -2.87511 1.85106 -0.77575  -0.526
O -1.16025 0.78807 -1.66694  -0.552
C 1.05552 -0.17595 -0.46118  -0.053
C 1.03250 0.79867 0.52451  -0.201
C 2.10127 1.66273 0.60591  -0.211
C 3.10726 1.63295 -0.31979  -0.209
C 3.00180 0.74481 -1.46320  -0.182
C 1.95052 -0.13518 -1.49594  -0.193
H 1.02283 -2.62012 -1.83578  0.194
H -0.46210 -3.29000 -0.93322  0.203
H -1.72492 -2.04662 0.42360  0.232
H -0.59384 -1.14130 1.58401  0.218
H -2.47029 0.17786 2.44765  0.216
H -3.95929 -0.29619 1.56231  0.235
H -3.36521 1.34215 1.57130  0.254
H -1.01635 1.75710 -1.90891  0.493
H 0.20561 0.69244 1.27689  0.214
H 2.32553 2.24450 1.54388  0.215
H 3.82351 2.35250 -0.23516  0.204
H 3.66894 0.97646 -2.17696  0.205
H 1.90568 -0.97426 -2.07472  0.202

---

Formula: C11H13O3P
Source: the OMol25 dataset
Level of theory: ωB97M-V/def2-TZVPD

Output
E (a.u.): -993.864991
Total charge: -2
Gap between HOMO and LUMO (alpha / beta) (eV): 2.5 / 5.0
M (g mol⁻¹): 224.2
Lowest unoccupied orbital energy (alpha / beta) (eV): 6.0 / 4.0
Multiplicity: 3
Expectation value of S²: 2.025

Each line ends with the Mulliken spin population.
CARTESIAN COORDINATES (ANGSTROEM)
C 1.80710 3.00112 0.19190  -0.299
C 0.43906 3.33185 0.08980  0.477
C 2.27290 1.68254 0.19737  0.647
C -0.47389 2.23627 0.07982  -0.142
C 1.34838 0.61663 0.12370  -0.471
C -0.00408 0.97949 0.19335  0.541
C -1.81302 -2.30125 0.96532  0.101
C -1.54024 -1.02260 1.13891  0.001
C 1.88204 -0.79609 0.15766  0.108
C -1.31973 -0.64874 -1.36617  0.022
C -1.48075 -0.12034 0.01376  0.235
O -3.07291 1.30482 1.55918  0.181
O -3.32959 1.72746 -1.03949  0.291
O -4.19147 -0.36948 -0.02817  0.107
P -3.23758 0.76795 0.16694  0.017
H 2.67506 3.61121 0.46514  0.021
H 0.01968 4.35296 0.17717  0.045
H 3.35438 1.61991 -0.00979  0.159
H -1.43381 2.41532 -0.20256  -0.057
H -1.81576 -3.07361 1.81219  0.007
H -1.92296 -2.78625 -0.01288  0.002
H -1.40564 -0.47288 2.14117  0.005
H 2.08912 -1.21790 -0.87518  0.063
H 2.76003 -0.71987 0.75783  -0.117
H 1.27744 -1.58089 0.67218  0.016
H -0.84350 0.06339 -2.00718  0.028
H -0.66358 -1.64114 -1.18348  0.015
H -2.24012 -0.93915 -1.85780  -0.005